Molecular formula: C5H9N2S
Method: DFT, wB97M-V/def2-TZVPD

XYZ file:
```
17
C5H9N2S, DFT wB97M-V/def2-TZVPD
C -1.07450 -1.71136 0.68109
C -1.52550 -0.63389 -0.01234
C 0.73254 -0.51517 0.14678
C -2.80714 -0.11677 -0.44353
C 3.66401 -0.89626 1.07289
N -0.32740 0.13311 -0.35504
N 0.34522 -1.62646 0.77662
S 2.82326 0.14136 -0.07799
H -1.59745 -2.49858 1.22114
H -3.47257 0.02884 0.47436
H -2.55941 0.75030 -0.88521
H -3.34406 -0.75841 -1.14917
H 3.56349 -0.72025 2.20276
H 4.79750 -0.85611 1.03227
H 3.51376 -1.96059 0.92803
H -0.22607 0.84488 -1.04788
H 0.93773 -2.46062 1.02998
```

- net charge = +1
- ΔE to the lowest compared entry with this formula, charge and spin (kJ/mol) = 135.7
- molecular weight (g mol⁻¹) = 129.2
- HOMO-LUMO gap (eV) = 9.0

Löwdin atomic charge list, values in e, 5 entries: C 0.014; C -0.230; C -0.302; C -0.005; C -0.525